DFT (ωB97M-V/def2-TZVPD) results for a 2-piece molecular cluster, C23H31NO6 overall in a non-equilibrium geometry.

As for the net charge: 0. The calculation puts the LUMO energy at -0.04324 Eh. The value obtained for the total energy is -1401.16189 a.u. The calculation puts the gap between HOMO and LUMO at 0.2166 hartree. The spin multiplicity is 1. The value obtained for the relative energy (zero: lowest compared OMol25 entry of this formula, charge and spin) is 20.4 kcal/mol. The calculation puts the largest force on an atom at 0.025 hartree/bohr.

Geometry (Å):
C 1.4953 5.1921 1.9609
C 1.4403 3.8287 2.5852
O 2.1792 2.9441 1.7173
C 2.0228 1.6458 2.0592
C 2.7932 0.7588 1.1791
C 2.9578 -0.5848 1.7273
O 3.0963 -0.7926 2.9277
O 3.0217 -1.5766 0.8157
C 3.2009 -2.8893 1.4027
C 3.8773 -3.7506 0.3802
C 2.6379 1.0374 -0.2521
O 1.8994 1.8822 -0.7349
O 3.4046 0.2369 -1.0279
C 3.2807 0.5410 -2.4327
C 3.9621 -0.5768 -3.1663
O 1.2962 1.2934 2.9717
H 0.9947 5.9121 2.6089
H 2.5259 5.5216 1.8063
H 0.9824 5.1918 0.9948
H 1.9094 3.8204 3.5797
H 0.4028 3.4821 2.6716
H 3.8184 -2.7913 2.3018
H 2.2081 -3.2713 1.6775
H 4.0068 -4.7542 0.7883
H 3.2894 -3.8174 -0.5402
H 4.8684 -3.3476 0.1424
H 2.2181 0.6078 -2.6967
H 3.7653 1.5109 -2.6111
H 3.9416 -0.3729 -4.2388
H 5.0026 -0.6920 -2.8432
H 3.4371 -1.5230 -2.9888
C 9.7439 -1.0900 -1.3856
C 9.3704 -0.3013 -2.6472
C 7.9496 0.2368 -2.4283
N 7.6795 0.0509 -0.9977
C 6.6441 0.6156 -0.3805
C 6.3410 0.4638 0.9820
C 5.3907 1.2255 1.6519
C 5.3092 1.2160 3.0939
C 4.8769 2.3544 3.8108
C 4.8014 2.3464 5.1997
C 5.1840 1.2062 5.9211
C 5.6419 0.0752 5.2323
C 5.7138 0.0839 3.8434
C 8.6757 -0.7746 -0.3217
H 9.7478 -2.1631 -1.5927
H 10.7339 -0.8083 -1.0209
H 10.0531 0.5415 -2.7864
H 9.4079 -0.9227 -3.5431
H 7.8506 1.2959 -2.7128
H 7.2191 -0.3351 -3.0280
H 6.0241 1.2871 -0.9871
H 6.9395 -0.2632 1.5447
H 4.9288 2.0621 1.1208
H 4.6235 3.2535 3.2462
H 4.4481 3.2371 5.7233
H 5.1229 1.1944 7.0116
H 5.9416 -0.8244 5.7734
H 6.0667 -0.8004 3.3122
H 8.2240 -1.7023 0.0683
H 9.1243 -0.2464 0.5358

DFT (ωB97M-V/def2-TZVPD) results for C23H32AlBrF6N3O18 as an isolated structure in a non-equilibrium geometry.

As for the net charge: -1. The calculation puts the LUMO energy at 0.07306 Eh. The value obtained for the total energy is -5829.65237 a.u. The calculation puts the gap between HOMO and LUMO at 0.1546 hartree. The spin multiplicity is 1. The calculation puts the largest force on an atom at 0.355 hartree/bohr.

Geometry (Å):
N 0.3719 1.9476 4.9263
C -0.8135 2.1522 4.2436
N -2.1331 1.8504 4.9408
N -0.7645 2.7281 2.8128
C -1.4243 1.6314 1.9591
C -1.1115 1.8142 0.3599
C -0.7763 0.4185 -0.4372
C 0.5911 -0.3456 0.0496
Al 0.2694 -1.8122 1.4843
Br 0.2011 -4.0568 0.6052
H 1.2005 2.2125 4.3496
H -2.7384 1.2066 4.3855
H -1.9892 1.3621 5.8592
H 0.2369 2.7318 2.4638
H -2.5876 1.7230 2.1509
H -1.0777 0.6144 2.4229
H -0.3005 2.6697 0.1970
H -2.1080 2.2456 -0.1274
H -0.5999 0.7252 -1.5765
H -1.7251 -0.2960 -0.4472
H 1.4516 0.3988 0.4092
H 1.0483 -0.8964 -0.8992
H -1.1026 -1.5670 2.2974
H 1.4289 -1.6111 2.5831
C -0.7737 6.6467 3.9320
C 0.0430 5.8942 2.9378
O 1.1248 6.7595 2.6774
C 1.2920 7.4735 3.8259
O 2.2905 8.1230 4.0887
O 0.2067 7.3670 4.6518
F -0.6439 5.7131 1.7876
H -1.4695 7.3504 3.4630
H -1.3379 5.9840 4.5938
H 0.4201 4.9327 3.3024
C 5.5369 -0.9677 -2.8119
C 4.1761 -0.9135 -3.4176
O 3.3547 -1.5035 -2.4357
C 3.9713 -1.2362 -1.2503
O 3.4340 -1.3416 -0.1603
O 5.2642 -0.8278 -1.4320
F 4.1152 -1.6715 -4.5353
H 6.0409 -1.9241 -2.9871
H 6.1829 -0.1604 -3.1676
H 3.8212 0.0997 -3.6342
C -4.8152 -0.0107 -2.3340
C -5.9733 -0.5093 -1.5391
O -5.4277 -1.5743 -0.7941
C -4.1159 -1.2494 -0.6197
O -3.3826 -1.7789 0.1987
O -3.7234 -0.2514 -1.4691
F -6.9361 -1.0051 -2.3484
H -4.6697 -0.5675 -3.2657
H -4.9006 1.0533 -2.5708
H -6.4038 0.2333 -0.8588
C 5.4396 -0.3288 2.1069
C 6.5601 -0.3221 3.0898
O 7.3303 0.7935 2.7039
C 6.4420 1.6601 2.1414
O 6.6732 2.8401 1.9362
O 5.2561 1.0474 1.8418
F 7.3222 -1.4312 2.9599
H 5.6953 -0.8467 1.1765
H 4.5291 -0.7738 2.5172
H 6.2426 -0.2077 4.1317
C -1.0443 -0.4904 -4.4712
C -1.8893 -1.3034 -5.3914
O -2.2973 -0.3752 -6.3706
C -1.2929 0.5437 -6.4284
O -1.1479 1.3428 -7.3385
O -0.4621 0.4558 -5.3451
F -2.9901 -1.7632 -4.7555
H -1.6310 0.0328 -3.7086
H -0.2765 -1.0889 -3.9736
H -1.3603 -2.1346 -5.8697
C -3.8236 -6.5412 -0.5732
C -3.0069 -7.2937 -1.5675
O -1.9251 -6.4284 -1.8278
C -1.7579 -5.7143 -0.6794
O -0.7595 -5.0648 -0.4166
O -2.8433 -5.8209 0.1465
F -3.6939 -7.4747 -2.7177
H -4.5195 -5.8375 -1.0423
H -4.3878 -7.2039 0.0885
H -2.6299 -8.2552 -1.2029

DFT (ωB97M-V/def2-TZVPD) results for C23H32AuN5O2 as an isolated structure.

As for the net charge: +2. The calculation puts the LUMO energy at -0.25526 Eh. The value obtained for the total energy is -1454.98617 a.u. The calculation puts the gap between HOMO and LUMO at 0.2354 hartree. The spin multiplicity is 1. The value obtained for the relative energy (zero: lowest compared OMol25 entry of this formula, charge and spin) is 21.9 kcal/mol. The calculation puts the largest force on an atom at 0.018 hartree/bohr.

Geometry (Å):
Au -0.2489 0.7715 1.6725
C 2.1480 0.4220 6.5721
O 0.9468 0.5526 5.7889
C 0.9721 0.5698 4.4731
O -0.1106 0.7123 3.8883
N 2.1840 0.4170 3.8726
N 2.2711 0.4241 2.4903
H 1.8198 0.4650 7.6026
H 2.8295 1.2498 6.3831
H 2.6295 -0.5382 6.3931
H 3.0164 0.3197 4.4231
H 2.6031 -0.4549 2.1227
H 2.8554 1.1759 2.1537
N -3.8511 0.1094 2.4202
C -5.0165 0.2966 1.4655
C -5.0684 -0.9061 0.5193
C -3.7834 -1.0084 -0.3048
N -2.6905 -1.3734 0.6340
C -3.4685 0.2986 -1.0425
C -3.6278 1.6102 -0.2575
N -2.3974 1.9970 0.4824
C -4.8491 1.5812 0.6620
H -4.1260 -0.3977 3.2574
H -3.4425 0.9946 2.7069
H -3.1056 -0.4842 1.8351
H -5.9369 0.3616 2.0399
H -5.9286 -0.7946 -0.1418
H -5.2146 -1.8318 1.0852
H -3.9047 -1.7801 -1.0642
H -1.7777 -1.2197 0.2182
H -2.7550 -2.3555 0.8847
H -4.1473 0.3517 -1.8975
H -2.4548 0.2442 -1.4503
H -3.8237 2.3827 -1.0038
H -2.6367 2.7774 1.0887
H -1.7343 2.3675 -0.1869
H -5.7382 1.6797 0.0369
H -4.8394 2.4507 1.3289
C 0.3670 0.2535 -0.1607
C 1.1747 -0.0088 -1.0642
C 2.0817 -0.3127 -2.0698
C 2.8257 0.7918 -2.6548
C 2.1913 2.0235 -2.8705
C 2.8653 3.0539 -3.4940
C 4.1960 2.8897 -3.8675
C 4.8557 1.6949 -3.6038
C 4.1824 0.6520 -2.9949
C 2.3237 -1.6864 -2.4357
C 2.9264 -2.0123 -3.6677
C 3.1994 -3.3286 -3.9843
C 2.8593 -4.3418 -3.0962
C 2.2335 -4.0378 -1.8860
C 1.9556 -2.7284 -1.5655
H 1.1554 2.1402 -2.5749
H 2.3597 3.9910 -3.6904
H 4.7270 3.7046 -4.3448
H 5.8980 1.5772 -3.8722
H 4.7041 -0.2672 -2.7631
H 3.1523 -1.2281 -4.3763
H 3.6795 -3.5673 -4.9247
H 3.0622 -5.3747 -3.3542
H 1.9663 -4.8341 -1.2028
H 1.4604 -2.4823 -0.6335

DFT (ωB97M-V/def2-TZVPD) results for a 8-piece molecular cluster, C23H32BF7NO24P2 overall in a non-equilibrium geometry.

As for the net charge: +1. The calculation puts the LUMO energy at -0.14779 Eh. The value obtained for the total energy is -4162.61424 a.u. The calculation puts the gap between HOMO and LUMO at 0.3011 hartree. The spin multiplicity is 1. The calculation puts the largest force on an atom at 0.104 hartree/bohr.

Geometry (Å):
C -1.7351 -0.7547 0.4539
C -1.8105 0.3912 1.6613
O -0.8608 1.4998 1.4807
B 0.5257 1.1143 1.8064
O 1.6350 2.0966 1.5401
P 1.0883 -0.5909 2.5136
P 2.2189 -1.5538 0.8579
N 3.9166 -1.5823 1.4038
O 2.1712 -0.4746 -0.5152
H -0.8425 -0.5592 -0.2895
H -1.4638 -1.7767 1.0081
H -2.7706 -0.8807 -0.0768
H -2.8987 0.8695 1.5523
H -1.7883 -0.0874 2.7395
H 1.5956 2.8534 2.1956
H -0.0579 -1.4593 2.8168
H 1.9518 -0.4301 3.6914
H 4.0296 -2.5156 1.8839
H 4.4915 -1.6261 0.5233
H 1.3271 -0.5891 -1.0569
C 0.6463 1.7095 -4.5348
C 0.9056 0.4882 -5.3490
O 1.1007 -0.5178 -4.3811
C 0.3556 -0.1277 -3.3091
O 0.0489 -0.8624 -2.3849
O -0.0133 1.1866 -3.3993
F 2.0456 0.6182 -6.0639
H 1.5670 2.2122 -4.2202
H 0.0135 2.4315 -5.0579
H 0.0800 0.2067 -6.0114
C -2.9603 1.6619 -1.4886
C -3.7155 2.6442 -2.3171
O -4.4411 1.8318 -3.2118
C -4.6528 0.6656 -2.5397
O -5.4712 -0.1762 -2.8707
O -3.8411 0.5572 -1.4439
F -2.8718 3.4196 -3.0344
H -2.0163 1.3548 -1.9511
H -2.7523 2.0384 -0.4835
H -4.4075 3.2737 -1.7475
C -4.5808 3.0096 -6.6168
C -4.7486 2.4705 -7.9962
O -3.4972 2.7113 -8.5987
C -2.5982 2.6745 -7.5754
O -1.3927 2.5662 -7.7271
O -3.2129 2.7661 -6.3568
F -5.6888 3.1657 -8.6747
H -4.7758 4.0855 -6.5558
H -5.2155 2.4963 -5.8895
H -4.9760 1.3998 -8.0351
C -9.3343 1.3728 -0.4212
C -8.7352 1.0615 -1.7500
O -7.4929 1.7268 -1.7155
C -7.1387 1.7481 -0.3999
O -6.0127 1.9903 0.0018
O -8.1980 1.4570 0.4153
F -9.4751 1.5927 -2.7490
H -9.8651 2.3307 -0.4097
H -10.0162 0.5898 -0.0787
H -8.5758 -0.0068 -1.9314
C 4.3324 -0.5988 6.6856
C 5.2537 -0.0726 5.6387
O 5.3871 -1.1535 4.7437
C 4.2141 -1.8401 4.8397
O 3.8396 -2.6717 4.0298
O 3.5038 -1.4775 5.9512
F 6.4705 0.2009 6.1604
H 4.8554 -1.1608 7.4666
H 3.7437 0.1926 7.1574
H 4.8718 0.8034 5.1037
C 2.0191 -6.5096 3.9723
C 1.8661 -5.1065 3.4932
O 0.7286 -4.6441 4.1854
C 0.7143 -5.3464 5.3530
O 0.0491 -5.0395 6.3283
O 1.5431 -6.4336 5.3010
F 1.6000 -5.0756 2.1681
H 1.4058 -7.2195 3.4071
H 3.0589 -6.8467 3.9470
H 2.7214 -4.4600 3.7171
C 7.4001 0.1049 2.4095
C 8.7333 -0.2165 1.8256
O 9.3887 1.0311 1.7940
C 8.8557 1.7378 2.8300
O 9.3525 2.7500 3.2952
O 7.6996 1.1693 3.2900
F 8.6085 -0.6642 0.5560
H 6.6800 0.4468 1.6585
H 6.9679 -0.7414 2.9502
H 9.3222 -0.9269 2.4154